(1)
{"formula": "C5H10O2", "method": "wB97M-V/def2-TZVPD", "energy_ev": -9438.538, "elements": ["O", "C", "C", "C", "C", "C", "O", "H", "H", "H", "H", "H", "H", "H", "H", "H", "H"], "xyz": [[2.183, -0.595, -1.383], [1.823, -0.815, -0.025], [0.569, -0.118, 0.399], [-0.768, -0.730, 0.610], [-1.688, -0.429, -0.599], [-0.352, 2.037, 0.512], [0.632, 1.183, 0.341], [2.199, 0.361, -1.510], [2.666, -0.552, 0.633], [1.671, -1.893, 0.061], [-1.317, 0.438, -1.157], [-1.218, -0.345, 1.540], [-0.658, -1.808, 0.750], [-2.724, -0.233, -0.301], [-1.684, -1.272, -1.291], [-1.274, 1.699, 0.965], [-0.058, 3.072, 0.457]], "nbo_charge": [-0.711, -0.124, 0.262, -0.483, -0.616, -0.200, -0.367, 0.466, 0.172, 0.191, 0.218, 0.210, 0.226, 0.208, 0.215, 0.159, 0.175]}



(2)
{"formula": "C5H10O2", "method": "wB97M-V/def2-TZVPD", "energy_ev": -9440.084, "elements": ["O", "C", "C", "C", "C", "O", "C", "H", "H", "H", "H", "H", "H", "H", "H", "H", "H"], "xyz": [[1.777, 0.220, 1.212], [1.868, -0.393, -0.061], [0.469, -0.839, -0.433], [-0.526, 0.294, -0.367], [-2.033, -0.027, -0.487], [-2.369, 1.030, 0.413], [-1.021, 0.913, 0.922], [2.654, 0.522, 1.473], [2.542, -1.262, -0.044], [2.252, 0.316, -0.815], [0.137, -1.623, 0.255], [0.495, -1.283, -1.441], [-0.251, 1.081, -1.098], [-2.328, -0.994, -0.047], [-2.072, 0.120, -1.542], [-0.618, 1.864, 1.248], [-0.973, 0.144, 1.704]], "nbo_charge": [-0.730, -0.056, -0.421, -0.243, -0.081, -0.535, -0.052, 0.473, 0.163, 0.156, 0.205, 0.212, 0.192, 0.172, 0.190, 0.188, 0.166]}



What is the formula in the first record? C5H10O2